Record 1
{"formula": "C22H52ClNO4P2", "method": "ωB97M-V with the def2-TZVPD basis set", "species": ["N", "C", "C", "C", "O", "C", "O", "P", "O", "P", "O", "Cl", "H", "H", "H", "H", "H", "H", "H", "H", "H", "H", "C", "C", "C", "C", "C", "C", "H", "H", "H", "H", "H", "H", "H", "H", "H", "H", "H", "H", "H", "H", "C", "C", "C", "C", "C", "C", "H", "H", "H", "H", "H", "H", "H", "H", "H", "H", "H", "H", "H", "H", "C", "C", "C", "C", "C", "C", "H", "H", "H", "H", "H", "H", "H", "H", "H", "H", "H", "H", "H", "H"], "coordinates": [[-2.1480, -3.9512, 4.8563], [-1.3770, -3.6645, 3.5793], [-1.7129, -2.1505, 3.1702], [-0.9587, -1.6694, 1.8109], [0.3147, -1.0847, 2.2036], [1.2074, -0.9540, 1.1167], [0.9087, -0.4956, -0.0129], [3.0561, -1.4420, 1.3173], [3.4746, -1.6426, 2.7816], [-2.1707, -0.3984, 1.0101], [-1.4190, 1.1337, 1.0738], [-2.2898, -1.0524, -1.0201], [-1.9784, -3.1415, 5.4879], [-3.1569, -3.8498, 4.6220], [-0.2829, -3.8299, 3.8475], [-1.7766, -4.4098, 2.8009], [-2.8404, -2.1251, 2.9291], [-1.5106, -1.4613, 4.0540], [-0.8831, -2.5831, 1.1351], [3.4094, -2.5424, 0.4498], [3.8293, -0.3148, 0.8315], [-0.8090, 1.1989, 1.8425], [0.5837, 5.8275, 6.0017], [1.5814, 5.3334, 4.9628], [0.9465, 5.0365, 3.6035], [-0.1104, 3.9281, 3.6006], [0.3653, 2.5685, 4.1155], [1.4811, 1.9600, 3.2760], [-0.1700, 5.0702, 6.2296], [1.1004, 6.0707, 6.9337], [0.0731, 6.7298, 5.6541], [2.1011, 4.4487, 5.3442], [2.3479, 6.1033, 4.8243], [1.7406, 4.7835, 2.8933], [0.4836, 5.9534, 3.2207], [-0.4818, 3.8096, 2.5761], [-0.9720, 4.2465, 4.1969], [-0.4882, 1.8798, 4.1104], [0.6906, 2.6452, 5.1572], [1.1669, 1.8437, 2.2336], [1.7445, 0.9710, 3.6612], [2.3837, 2.5745, 3.2981], [1.9075, -4.4877, -2.2422], [3.2318, -4.0181, -2.8270], [3.6019, -4.7196, -4.1343], [3.8042, -6.2344, -4.0324], [4.8681, -6.6873, -3.0312], [6.2679, -6.1920, -3.3700], [1.9404, -5.5444, -1.9669], [1.6718, -3.9174, -1.3392], [1.0920, -4.3412, -2.9554], [4.0270, -4.1463, -2.0851], [3.1631, -2.9421, -3.0205], [4.5101, -4.2576, -4.5352], [2.8165, -4.5267, -4.8744], [4.0679, -6.6137, -5.0259], [2.8530, -6.7108, -3.7721], [4.8824, -7.7823, -3.0152], [4.6015, -6.3694, -2.0184], [6.5690, -6.5248, -4.3669], [6.9908, -6.5857, -2.6508], [6.3291, -5.1017, -3.3366], [-5.6887, 4.3621, -5.3098], [-4.2693, 3.8705, -5.0597], [-4.2110, 2.4949, -4.3941], [-4.8400, 2.4126, -2.9999], [-4.2594, 3.3738, -1.9616], [-2.7845, 3.1308, -1.6706], [-6.2368, 4.5046, -4.3757], [-5.6679, 5.3228, -5.8310], [-6.2431, 3.6535, -5.9314], [-3.7251, 4.6085, -4.4619], [-3.7485, 3.8106, -6.0214], [-3.1650, 2.1754, -4.3404], [-4.7136, 1.7665, -5.0414], [-4.7301, 1.3859, -2.6332], [-5.9181, 2.5899, -3.0772], [-4.8210, 3.2540, -1.0288], [-4.4054, 4.4121, -2.2761], [-2.6185, 2.1078, -1.3237], [-2.4390, 3.8121, -0.8886], [-2.1654, 3.3010, -2.5548]], "forces_ev_per_a": [[-0.2459, 1.0234, -0.7600], [-0.7863, 0.4581, 0.8948], [0.1237, -0.6198, -1.2003], [-1.2441, -0.1782, 0.9056], [1.5920, -0.7775, -2.2098], [-1.2395, 1.4199, -3.1018], [0.7195, -1.8911, 4.1391], [1.6702, 0.4379, 4.0409], [-1.0790, -0.0432, -2.8215], [-0.4003, 0.9690, 0.1483], [-0.0723, -1.9617, 0.2315], [0.6877, 0.4706, 0.8112], [-0.0290, -0.8837, -0.4048], [0.8731, -0.2503, 0.2450], [-1.3443, 0.2474, -0.7965], [0.9650, 1.1873, 0.9784], [1.6423, 0.0583, 0.4803], [-0.1279, -0.7187, -1.2861], [0.3208, 1.2398, 0.6932], [-0.7910, 0.6836, 0.1060], [-1.0470, -0.6679, -0.4166], [-0.2132, -0.1637, -0.6486], [0.0814, -0.0382, 0.1352], [-0.0333, 0.0979, -0.0805], [0.1088, -0.0663, -0.0805], [-0.1062, 0.0632, 0.1017], [-0.0535, 0.0660, -0.1586], [0.0920, -0.2011, 0.2137], [-0.0019, 0.0672, -0.0049], [-0.1049, 0.0082, -0.0281], [-0.0164, -0.0680, 0.0189], [-0.0072, 0.0150, -0.0452], [-0.0056, -0.0990, -0.0117], [-0.0480, 0.0065, 0.0072], [0.0284, -0.0494, 0.0322], [0.0007, -0.0052, 0.0278], [0.0346, -0.0028, -0.0438], [-0.0165, 0.0372, 0.1099], [-0.0433, -0.0087, -0.0357], [0.1060, 0.1019, -0.0610], [0.0642, 0.0464, -0.0830], [-0.0570, -0.0313, -0.0867], [0.0202, 0.0038, 0.1449], [-0.0506, 0.0788, -0.1097], [0.1403, 0.0206, -0.0487], [-0.1306, -0.0237, 0.0865], [-0.0043, -0.0674, -0.1375], [0.0662, -0.0060, 0.1596], [-0.0425, 0.0425, -0.0217], [-0.0921, -0.0554, -0.0399], [0.0280, -0.0350, 0.0556], [0.0241, -0.0227, -0.0521], [0.0601, -0.0544, 0.0112], [-0.0372, -0.0321, 0.0042], [0.0319, 0.0119, 0.0609], [0.0020, 0.0054, 0.0480], [0.0293, 0.0286, -0.0331], [-0.0529, 0.0705, 0.0452], [-0.0333, -0.0088, -0.0341], [-0.0103, 0.0610, 0.0318], [0.0128, 0.0610, -0.0907], [0.0269, -0.0485, -0.0424], [0.0287, 0.1660, -0.0091], [-0.0191, -0.1168, -0.0737], [0.1330, -0.0316, 0.0416], [-0.1340, 0.0605, -0.0354], [-0.0134, -0.1243, 0.0292], [0.0204, 0.1349, 0.0564], [-0.0116, -0.0261, -0.0599], [-0.0852, -0.0587, 0.0272], [-0.0048, 0.0265, 0.0648], [0.0020, -0.0543, 0.0005], [0.0249, 0.0149, 0.0866], [-0.0479, -0.0060, 0.0178], [0.0233, 0.0524, 0.0150], [0.0127, 0.0461, 0.0095], [0.0385, -0.0238, -0.0176], [-0.0121, 0.0430, -0.0752], [-0.0400, -0.0352, -0.0197], [0.0425, 0.0642, -0.0564], [0.0608, -0.0954, -0.0381], [-0.0031, -0.0451, 0.0435]], "smiles": "NCC[C@H](OC(=O)[PH2]=O)P(O)Cl.CCCCCC.CCCCCC.CCCCCC", "energy_ha": -2368.022513, "gap_ev": 8.66, "homo_energy_ev": -9.1}

=====

Record 2
{"formula": "C50H54BaClN2O7SSbSi", "method": "ωB97M-V with the def2-TZVPD basis set", "species": ["Ba", "C", "Si", "C", "N", "C", "C", "C", "C", "C", "C", "C", "C", "C", "C", "C", "C", "C", "C", "C", "C", "C", "H", "H", "H", "H", "H", "H", "H", "H", "H", "H", "H", "H", "H", "H", "H", "H", "H", "H", "H", "H", "H", "H", "H", "H", "C", "C", "C", "C", "C", "C", "N", "H", "H", "H", "H", "H", "H", "H", "H", "C", "C", "C", "C", "C", "C", "C", "S", "O", "O", "O", "H", "H", "H", "H", "H", "H", "H", "O", "Cl", "O", "O", "O", "C", "C", "C", "C", "C", "C", "Sb", "C", "C", "C", "C", "C", "C", "C", "C", "C", "C", "C", "C", "H", "H", "H", "H", "H", "H", "H", "H", "H", "H", "H", "H", "H", "H", "H"], "coordinates": [[1.6222, -2.0372, 0.3149], [4.4080, -1.3517, -0.3918], [4.8012, 0.4205, -0.0076], [3.5791, 1.6421, -0.8845], [2.2110, 1.6455, -0.4273], [1.8846, 2.4097, 0.7832], [1.7436, 3.9258, 0.5528], [0.6733, 4.2385, -0.5096], [0.9145, 3.3952, -1.7640], [1.2275, 1.9104, -1.5181], [4.9499, 0.8177, 1.8071], [4.7826, -0.1786, 2.7771], [5.0500, 0.1092, 4.1323], [5.3452, 1.4080, 4.5253], [5.5554, 2.3810, 3.5531], [5.3587, 2.0957, 2.2107], [6.4652, 0.8040, -0.7726], [7.5856, 0.8215, 0.0386], [8.8427, 0.9466, -0.5485], [8.9655, 0.9831, -1.9312], [7.8363, 0.9091, -2.7482], [6.5802, 0.7924, -2.1698], [5.1293, -1.9654, 0.1751], [4.5535, -1.5457, -1.4549], [3.5491, 1.2651, -1.9120], [4.0148, 2.6620, -0.9472], [2.6259, 2.1893, 1.5480], [0.9126, 2.0209, 1.1426], [2.6981, 4.3842, 0.2780], [1.4911, 4.3545, 1.5251], [0.6914, 5.3141, -0.7430], [-0.3124, 4.0397, -0.0884], [1.6955, 3.8425, -2.4053], [0.0318, 3.4302, -2.4185], [1.5763, 1.3946, -2.4220], [0.3151, 1.4035, -1.2187], [4.4748, -1.1970, 2.4790], [4.9351, -0.7012, 4.8712], [5.4200, 1.6725, 5.5873], [5.9103, 3.3759, 3.8130], [5.5448, 2.8564, 1.4481], [7.5084, 0.7766, 1.1311], [9.7220, 0.9865, 0.1034], [9.9548, 1.1016, -2.3841], [7.9259, 0.9489, -3.8203], [5.6859, 0.6439, -2.7882], [1.3068, -0.0396, 3.5362], [0.7484, -1.3926, 3.8039], [0.0612, -1.8562, 4.9957], [-0.3519, -3.1414, 4.7432], [0.1526, -3.5232, 3.4456], [0.0274, -4.8141, 2.7345], [0.8136, -2.4377, 2.8821], [2.1219, 0.1528, 4.2345], [0.5396, 0.7240, 3.7259], [1.7025, 0.0861, 2.5244], [-0.0664, -1.3500, 5.9596], [-0.9349, -3.8090, 5.4008], [-0.1841, -5.6040, 3.4723], [0.9354, -5.1120, 2.1864], [-0.8122, -4.8075, 2.0405], [-3.8451, -5.0776, -5.5502], [-2.6435, -4.5431, -4.8267], [-2.3742, -4.8684, -3.4970], [-1.2339, -4.3768, -2.8781], [-0.4094, -3.5783, -3.6774], [-0.7512, -3.0776, -4.9206], [-1.8349, -3.6581, -5.5244], [1.1316, -2.8194, -3.0501], [2.2859, -2.6877, -4.0472], [0.6378, -1.5469, -2.4137], [1.4170, -3.7950, -1.9172], [-3.7351, -6.1461, -5.7587], [-3.9073, -4.5710, -6.4985], [-4.7682, -4.9564, -5.0078], [-3.0802, -5.5355, -2.9854], [-0.9512, -4.5775, -1.8374], [-0.1433, -2.2604, -5.3388], [-2.1254, -3.4628, -6.5514], [-2.4447, -1.2691, -1.4119], [-1.9075, -1.6154, -0.0747], [-3.0381, -1.5209, 0.9071], [-1.2173, -2.8966, -0.0251], [-0.8526, -0.6401, 0.2805], [-5.7434, 4.9161, -1.9515], [-6.0027, 4.5719, -0.6385], [-5.2428, 3.5809, 0.0053], [-4.2426, 2.9541, -0.6926], [-3.9151, 3.3215, -1.9773], [-4.6708, 4.3151, -2.6284], [-3.1892, 1.2607, 0.0728], [-4.7327, -0.1509, -0.6104], [-5.0465, -0.1048, -1.9506], [-5.9946, -0.9959, -2.4862], [-6.6510, -1.8934, -1.6540], [-6.3466, -1.8998, -0.2948], [-5.3524, -1.0663, 0.2180], [-3.6364, 1.0799, 2.1715], [-4.9436, 1.1960, 2.6086], [-5.2044, 1.2601, 4.0032], [-4.1632, 1.0499, 4.9094], [-2.8602, 0.8799, 4.4454], [-2.6016, 0.8804, 3.0599], [-6.3582, 5.6621, -2.4300], [-6.8074, 5.0664, -0.0847], [-5.4296, 3.3246, 1.0546], [-3.1046, 2.8274, -2.5021], [-4.4111, 4.5743, -3.6518], [-4.5681, 0.5872, -2.6386], [-6.1735, -1.0159, -3.5664], [-7.4021, -2.5750, -2.0660], [-6.8528, -2.5956, 0.3878], [-5.1416, -1.1362, 1.3037], [-5.7565, 1.2612, 1.8721], [-6.2279, 1.3971, 4.3296], [-4.3494, 1.1177, 5.9776], [-2.0080, 0.6921, 5.1111], [-1.5752, 0.7196, 2.6912]], "forces_ev_per_a": [[-0.3244, 0.1380, -0.8655], [-0.0937, 0.9503, 1.1958], [-1.1967, -1.2464, -1.3064], [0.8644, 0.2410, 0.2634], [-1.0659, -0.3059, -0.3343], [-0.2168, -0.1788, -0.7506], [-0.0663, -0.1808, 0.2138], [0.5699, -0.0787, 0.3005], [0.0548, 0.1033, -1.0540], [0.2093, -0.1013, 1.0434], [-0.0413, -0.2449, 0.3348], [0.4685, 0.1416, 0.4482], [-0.8090, -0.5926, -0.2049], [0.2716, -0.1015, 0.2456], [0.0247, 0.4400, -0.2344], [0.0363, -0.3232, 0.0971], [-0.6638, -0.1312, 0.2042], [0.7963, 0.4872, -0.2361], [0.2443, -0.2548, 0.3035], [0.4176, 0.2901, -0.1882], [-0.1849, -0.0208, 0.3676], [0.3324, 0.0946, 0.1786], [-0.0677, -0.0350, -0.1033], [-0.1070, -0.0308, -0.1682], [0.1900, 0.0134, -0.0001], [0.0267, -0.0823, -0.0577], [0.0768, 0.0507, 0.0644], [0.2379, 0.1844, -0.0326], [0.0959, -0.1711, -0.1598], [-0.1762, 0.2087, -0.0122], [-0.0252, -0.2572, -0.0774], [-0.1341, -0.2158, -0.0048], [0.0826, -0.0303, 0.4810], [-0.0353, -0.0122, 0.1880], [-0.1205, 0.2633, 0.1984], [-0.3681, -0.0833, 0.0405], [0.2398, 0.6336, 0.1604], [0.0112, 0.5613, -0.3199], [0.1609, -0.2119, -0.4317], [-0.2209, -0.0806, 0.2009], [-0.0446, -0.1207, 0.2414], [-0.0747, 0.0253, -0.4499], [-0.1532, 0.0023, -0.3645], [-0.3003, -0.0926, 0.1287], [0.1468, -0.0728, -0.2624], [0.3855, 0.2083, 0.2111], [-0.0795, 0.0864, 0.4916], [-1.0616, -2.3189, 0.9311], [1.0955, 1.9948, -1.1737], [0.2792, -2.6208, -1.6982], [0.1208, 2.2964, 1.5521], [-0.2449, -0.6400, 0.1880], [-0.6165, 0.1928, 1.4003], [0.2069, 0.2648, -0.0866], [0.1903, 0.0483, -0.2470], [-0.0754, 0.0084, 0.0321], [-0.0085, 0.1332, -0.5751], [0.4303, 0.4300, -0.3335], [0.1034, 0.0791, -0.2328], [-0.1704, 0.1623, 0.1255], [-0.0397, -0.0467, -0.2893], [0.4516, -0.6423, 0.0084], [-0.2417, -0.0428, 0.1069], [-0.3028, -0.2220, -0.0289], [0.6780, 0.0042, -0.3663], [1.2259, 1.6070, 0.0746], [0.5186, -0.2415, 0.1456], [-0.7319, -0.0078, -0.4650], [1.5343, -0.3859, 2.2706], [-3.7970, -0.3592, 2.1728], [1.1525, -1.0838, -1.3402], [0.4066, 1.2011, -1.3491], [-0.0195, -0.0298, 0.0134], [-0.3256, 0.1378, -0.4076], [-0.3434, 0.1844, 0.2774], [0.3606, 0.3625, 0.0115], [-0.1631, 0.0087, -0.6429], [-0.2710, -0.7210, -0.0967], [0.1319, 0.3707, 0.0196], [1.2660, -1.3519, 2.0027], [-0.1923, 0.7922, -0.1988], [3.1415, -0.8340, -1.3497], [-1.1782, 0.0415, -0.2400], [-0.7445, -0.2828, 0.0365], [0.6484, -0.2102, -0.3567], [-0.1053, -0.2741, 0.9264], [-0.9326, 1.1148, -0.0439], [0.2095, -0.7654, 1.0217], [-0.7260, 0.9372, -0.9061], [0.1068, -0.4420, 0.4362], [0.3163, -0.7461, -0.2485], [0.2795, 1.4259, 0.3077], [-0.9353, -0.6194, -0.7318], [0.3940, 0.1577, -0.1128], [-0.1342, 0.0203, -0.0857], [0.0705, -0.3261, 0.2772], [-1.2451, -0.2290, 0.7320], [-0.4697, 0.4119, -1.1049], [-0.5059, 0.4348, 1.3606], [0.2229, -0.6515, -1.1437], [0.0900, 0.6454, -0.1753], [0.4792, -0.4359, -0.6976], [0.5399, 0.1222, 0.9853], [-0.0164, 0.1228, -0.1717], [0.2100, -0.1200, -0.2540], [-0.0788, 0.1159, -0.4765], [0.0559, 0.0238, -0.0056], [-0.1835, 0.1072, 0.1215], [0.0803, -0.0015, 0.1785], [-0.0238, 0.1063, 0.3780], [0.2677, 0.1922, 0.1750], [0.1792, 0.2636, -0.3435], [-0.1106, 0.1988, -0.9788], [0.2618, 0.0644, 0.4857], [0.0166, 0.0002, 0.1767], [-0.0344, -0.1613, -0.0885], [-0.5245, 0.0888, -0.1087], [-0.5421, 0.0733, 0.2403]], "charge": -2, "energy_ha": -3987.314874, "de_lowest_kj_mol": 0.00, "gap_ev": 5.61, "homo_energy_ev": -1.6}

=====

Which formula does entry 2 have? C50H54BaClN2O7SSbSi

=====

Which formula does entry 2 have? C50H54BaClN2O7SSbSi